# 1
This record from the Open Molecules 2025 dataset describes the ion CH3N2O with charge +1 at a distorted geometry. The level of theory is ωB97M-V/def2-TZVPD.

XYZ file:
```
7
Properties=species:S:1:pos:R:3:forces:R:3
C -0.03509 0.39685 0.34458 1.1 1.6 0.2
N 1.14868 -0.14016 0.09848 0.1 -1.9 0.6
N -1.18939 0.39046 -0.16722 2.0 -3.4 -3.2
O 2.31413 0.08821 -0.17461 -0.9 1.4 -0.5
H 1.07087 -1.07166 0.54709 -0.3 -0.5 0.3
H -1.34366 -0.27963 -1.01692 -0.1 2.0 1.4
H -1.96555 0.61593 0.36859 -1.9 0.9 1.2
```
Forces are in eV/Å.

Its structure (SMILES) is [NH2+]=C=[NH+][O-]. The calculation puts the orbital gap (alpha / beta) at 9.44 / 9.44 eV. The energy above the lowest of the compared OMol25 structures with the same formula, charge and spin comes out at 96.0 kcal/mol. As for the multiplicity: 1. Its highest occupied orbital energy (alpha / beta) is -16.31 / -16.31 eV. Its net charge is +1.

# 2
This record from the Open Molecules 2025 dataset describes a cluster of 2 separate species, C5H13N in total at a distorted geometry. The level of theory is ωB97M-V/def2-TZVPD.

XYZ file:
```
19
Properties=species:S:1:pos:R:3:forces:R:3
C -2.12995 1.42343 0.25418 0.0 -0.9 0.6
C -0.67856 1.55953 0.74386 0.6 0.1 -0.4
C 0.30773 1.96875 -0.36502 -1.2 0.3 -0.4
H -2.17722 1.04613 -0.76667 0.1 0.3 -0.2
H -2.55430 0.60324 0.84279 -0.3 0.2 0.0
H -2.80576 2.26185 0.39576 0.3 0.3 -0.2
H -0.58522 2.26394 1.56990 -0.2 -0.2 0.2
H -0.40384 0.56047 1.07972 0.2 0.1 0.3
H 1.37435 1.89513 -0.18806 0.1 -0.3 0.4
H 0.11321 3.00702 -0.64727 0.0 0.0 -0.1
H 0.02444 1.34735 -1.21674 0.5 0.1 -0.3
C 1.14661 -2.07255 0.93218 0.2 -0.1 0.1
C 1.49147 -1.86241 -0.33341 -0.3 0.2 -0.4
N 0.87908 -2.46302 -1.45743 0.2 -0.3 0.7
H 0.52375 -2.91002 1.22581 -0.2 0.1 -0.1
H 1.51253 -1.44297 1.72896 0.2 0.0 0.0
H 2.20342 -1.10595 -0.62488 0.2 0.2 0.2
H 0.21470 -3.14177 -1.12159 -0.3 -0.3 -0.2
H 1.54355 -2.93814 -2.05209 0.1 0.1 -0.2
```
Forces are in eV/Å.

Its structure (SMILES) is C=CN.CCC. The calculation puts the orbital gap at 9.92 eV. The energy above the lowest of the compared OMol25 structures with the same formula, charge and spin comes out at 27.8 kcal/mol. As for the multiplicity: 1. Its highest occupied orbital energy is -8.76 eV.

# 3
This record from the Open Molecules 2025 dataset describes a structure of composition C29H43N8OSbSe4Si4W. The level of theory is ωB97M-V/def2-TZVPD.

XYZ file:
```
91
Properties=species:S:1:pos:R:3:forces:R:3
W 0.12604 0.21591 -1.46996 0.2 -0.6 0.1
C -4.89905 -0.88768 -4.08382 -0.2 0.1 0.0
N -3.53058 -0.43389 -3.78486 0.0 -0.1 0.1
C -2.88981 -0.46620 -2.62830 0.1 -0.1 0.0
N -1.61973 -0.10478 -2.82245 0.0 0.1 -0.2
C -1.56394 0.13608 -4.18019 0.1 0.1 0.2
N -2.70105 -0.05997 -4.77535 -0.1 -0.1 -0.1
C -4.92033 -2.34311 -4.46405 0.1 0.0 0.2
C -4.96685 -2.72373 -5.79485 0.0 0.1 -0.1
C -4.88073 -4.06733 -6.13367 0.0 -0.1 -0.1
C -4.73029 -5.02766 -5.15038 0.0 0.0 0.1
C -4.69166 -4.64986 -3.80672 -0.1 0.1 0.1
C -4.80592 -3.30646 -3.46667 0.0 -0.1 -0.1
C -4.50966 -5.68190 -2.78567 0.0 0.0 0.0
N -4.23155 -6.92090 -2.98276 0.1 0.1 -0.2
N -4.07323 -7.49561 -1.74171 0.0 -0.2 0.1
C -4.27697 -6.57059 -0.87223 0.1 0.1 0.0
O -4.56133 -5.37006 -1.46125 0.0 0.0 0.0
C -4.20539 -6.68732 0.58343 -0.1 0.0 0.1
C -3.44019 -7.71464 1.13215 0.0 0.0 0.0
C -3.38343 -7.86853 2.50505 0.0 0.0 0.0
C -4.09747 -7.01534 3.33371 -0.1 0.0 0.0
C -4.88115 -6.00447 2.79371 0.0 0.0 0.0
C -5.66503 -5.08450 3.69856 0.1 0.0 -0.1
N -4.98096 -3.80700 3.87278 0.0 0.1 0.0
C -5.33321 -2.58884 3.44450 -0.1 -0.1 0.0
N -4.39983 -1.70716 3.74436 0.2 0.1 -0.1
C -3.46793 -2.47286 4.37596 -0.2 -0.1 0.0
N -3.78176 -3.74746 4.47158 0.1 0.1 0.0
C -4.92769 -5.83653 1.41569 0.1 0.0 -0.1
H -5.25519 -0.24940 -4.88818 0.0 0.0 0.0
H -5.49316 -0.69203 -3.19060 0.0 0.0 0.0
H -3.33257 -0.75821 -1.69219 0.0 0.0 0.0
H -0.67221 0.45181 -4.69632 0.0 0.0 0.0
H -5.06294 -1.97236 -6.56973 0.0 0.0 0.0
H -4.92077 -4.36256 -7.17363 0.0 0.0 0.0
H -4.64735 -6.07629 -5.39997 0.0 0.0 0.0
H -4.80324 -3.02190 -2.41915 0.0 0.0 0.0
H -2.89764 -8.37936 0.47390 0.0 0.0 0.0
H -2.78382 -8.66002 2.93439 0.0 0.0 0.0
H -4.05692 -7.14382 4.40804 0.0 0.0 0.0
H -5.81265 -5.52890 4.68050 0.0 0.0 0.0
H -6.64406 -4.86283 3.27598 0.0 0.0 0.0
H -6.27125 -2.39142 2.94833 0.0 0.0 0.0
H -2.55086 -2.08141 4.78647 0.0 0.0 0.0
H -5.54487 -5.05671 0.98224 0.0 0.0 0.0
Se 2.19392 0.27389 -2.79754 -0.1 -0.2 -0.2
Sb 2.78591 1.43912 -0.66844 0.0 0.2 0.2
Se 1.10138 -0.11798 0.69470 0.0 -0.1 -0.1
Se -0.42966 2.56257 -2.40246 -0.2 0.3 -0.3
Se 1.27160 3.49344 -1.08461 0.2 -0.1 0.0
C -1.48752 -3.45431 -1.65466 0.0 -0.1 0.0
Si 0.02546 -2.43139 -2.05110 0.0 -0.1 0.1
C 1.51291 -3.19012 -1.19345 0.0 0.0 0.0
C 0.22352 -2.51983 -3.91713 0.0 0.0 0.0
Si -1.17422 1.88407 -0.18014 -0.2 0.4 0.1
Si -2.76609 0.31058 0.95062 -0.1 0.0 -0.1
C -4.50032 0.68729 0.34044 0.0 -0.1 0.0
C -2.40105 0.98207 2.65721 0.1 -0.1 -0.1
C -2.40081 -1.51926 0.88267 -0.1 0.0 0.1
Si -1.62111 4.11332 0.70064 -0.1 0.0 0.3
C -0.79690 4.26788 2.36699 0.0 0.0 -0.1
C -1.13016 5.52144 -0.42380 0.0 0.0 0.0
C -3.49516 4.11786 0.77954 0.1 0.0 0.0
H -1.33979 -4.38082 -2.22612 0.0 0.0 0.0
H -2.43995 -3.05038 -1.99812 0.0 0.0 0.0
H -1.56533 -3.74257 -0.60727 0.0 0.1 0.0
H 1.89015 -4.00808 -1.81443 -0.1 0.0 0.0
H 1.22328 -3.61028 -0.22786 0.0 0.1 0.0
H 2.33126 -2.49042 -1.03604 0.0 0.0 0.0
H 0.51857 -3.55860 -4.10596 0.0 0.0 0.0
H 1.00007 -1.89142 -4.35213 0.0 0.0 0.0
H -0.71216 -2.36309 -4.45455 0.0 0.0 0.0
H -4.96453 1.47395 0.93296 0.0 0.0 0.0
H -5.10509 -0.21648 0.47050 0.0 0.0 0.0
H -4.55968 0.98734 -0.70721 0.0 0.0 0.0
H -2.86167 1.94712 2.85699 0.0 0.0 -0.1
H -1.33323 1.04373 2.87952 0.0 0.0 0.0
H -2.84546 0.25249 3.33980 -0.1 0.0 0.0
H -3.06482 -2.05180 0.19918 0.0 0.0 0.0
H -2.60674 -1.91123 1.88503 0.0 0.0 -0.1
H -1.37585 -1.76111 0.62594 0.1 -0.1 0.0
H 0.28945 4.21280 2.27453 0.0 0.0 0.0
H -1.11955 3.50779 3.07830 0.0 0.0 0.0
H -1.03746 5.24618 2.79288 0.0 0.0 0.0
H -0.07147 5.77874 -0.41291 -0.1 0.0 0.0
H -1.67278 6.37651 -0.00552 0.0 0.0 0.0
H -1.46252 5.40661 -1.45631 0.0 0.0 0.0
H -3.89474 3.53268 1.60605 0.0 0.0 0.0
H -3.95801 3.77622 -0.14874 0.0 0.0 0.0
H -3.81812 5.15174 0.93198 0.0 0.0 0.0
```
Forces are in eV/Å.

The calculation puts the orbital gap at 5.27 eV. As for the multiplicity: 1. Its highest occupied orbital energy is -12.62 eV. Its net charge is +2.

# 4
This record from the Open Molecules 2025 dataset describes a cluster of 3 separate species, C24H45FNO12P in total at a distorted geometry. The level of theory is ωB97M-V/def2-TZVPD.

XYZ file:
```
84
Properties=species:S:1:pos:R:3:forces:R:3
C -4.94133 -10.10374 4.26685 0.7 0.9 -0.6
C -3.52812 -10.30811 3.52003 0.3 -3.7 -0.9
O -3.24810 -11.45789 3.08983 -0.8 4.5 1.6
O -2.59363 -9.24815 3.38151 -1.8 -0.8 -0.2
C -2.96891 -8.34228 2.29731 -0.8 0.6 -0.3
C -2.51990 -6.82799 2.58402 0.5 -0.3 -0.8
C -1.10174 -6.43956 1.91954 -0.4 0.4 -0.1
C -1.06205 -4.82721 1.75152 0.4 -0.1 0.5
C 0.07206 -4.14441 2.66472 0.1 0.3 -1.0
C 0.69168 -2.86989 1.86192 -0.1 -0.4 1.8
C 1.71095 -2.13111 2.89525 0.0 -0.4 -1.8
C 1.79051 -0.55124 2.69359 0.1 -0.2 2.9
O 2.15783 -0.16032 1.34051 0.3 3.0 -0.2
P 1.88965 1.51803 1.10774 -3.2 0.6 1.6
O 0.38183 1.75727 1.26953 3.6 -0.5 -1.1
O 2.53860 2.07336 -0.35386 -1.3 -1.7 2.6
C 1.54020 2.11854 -1.41862 -0.5 0.6 -2.4
C 1.08823 3.62847 -1.78438 -0.2 -0.2 -0.4
C -0.50832 3.76389 -2.02463 0.3 1.6 0.2
C -1.26805 4.31015 -0.71988 0.2 -0.8 0.4
C -2.88503 4.32691 -0.81590 0.6 0.0 0.3
N -3.45316 3.96763 -2.14217 0.0 0.1 0.7
O 2.65796 2.43688 2.34776 -0.6 -1.4 -3.3
C 2.53878 3.85543 2.01727 -0.3 1.1 0.7
C 2.05396 4.63355 3.33786 0.6 0.6 -0.5
C 1.71364 6.15543 2.98979 0.4 -0.2 0.2
F 0.92616 3.99473 3.96892 1.8 0.9 -1.1
H -5.47791 -9.22079 3.77525 0.7 -1.2 0.8
H -4.77675 -9.84552 5.36429 -0.1 -0.4 -1.5
H -5.57416 -11.03947 4.14280 1.1 1.2 0.2
H -4.11657 -8.38861 2.19049 1.7 0.2 0.1
H -2.53361 -8.74822 1.31057 -0.5 0.7 1.5
H -2.45394 -6.56762 3.69064 -0.4 -0.6 -1.3
H -3.31083 -6.14443 2.10312 1.1 -1.1 0.7
H -0.97802 -6.97108 0.90608 -0.3 0.9 1.5
H -0.21615 -6.77331 2.56844 -1.4 0.4 -0.8
H -2.06726 -4.38359 2.08888 1.4 -0.7 -0.7
H -0.88370 -4.52267 0.65247 -0.3 -0.6 1.7
H 0.92140 -4.88676 2.86344 -1.1 1.0 -0.3
H -0.33162 -3.83898 3.69449 0.4 -0.3 -1.5
H -0.16409 -2.16362 1.54463 1.4 -1.1 0.3
H 1.27060 -3.30165 0.98214 -0.9 0.9 0.9
H 1.38667 -2.45790 3.93785 0.5 1.1 -1.2
H 2.74108 -2.58947 2.70349 -1.3 0.7 0.4
H 2.61043 -0.15205 3.40448 -1.2 -0.6 -1.1
H 0.81765 -0.05401 3.06870 1.3 -0.8 -1.1
H 2.06591 1.72464 -2.36807 -0.7 0.5 1.6
H 0.64301 1.43710 -1.25419 1.2 1.0 0.3
H 1.59446 3.93051 -2.77661 -0.6 -0.6 1.6
H 1.48101 4.39075 -1.01154 -0.8 -1.3 -1.0
H -0.61648 4.58423 -2.83128 0.0 -1.5 1.1
H -0.98040 2.80158 -2.40950 0.8 1.2 0.5
H -0.99015 3.61142 0.14544 -0.2 1.0 -1.1
H -0.89525 5.35734 -0.45843 -0.3 -1.4 -0.5
H -3.28191 3.60217 -0.01851 0.4 1.1 -1.3
H -3.23098 5.37332 -0.52062 0.3 -1.4 -0.5
H -3.48834 2.95640 -2.30240 0.3 0.8 0.0
H -3.02305 4.48200 -2.91805 -0.2 -0.5 0.5
H 1.81662 4.07009 1.15709 0.9 -0.5 1.3
H 3.58091 4.23953 1.72403 -1.5 -0.5 0.5
H 2.95377 4.64211 4.05455 -1.6 -0.3 -0.7
H 0.74698 6.26848 2.39674 1.2 -0.3 0.9
H 2.57303 6.59992 2.36574 -1.2 -0.7 0.9
H 1.67291 6.75254 3.96526 -0.2 -0.8 -1.4
C 3.98044 -0.29510 -2.41111 -0.7 0.2 0.3
C 5.07374 -1.07401 -1.74564 0.1 -0.3 0.8
O 5.88052 -1.49090 -2.83912 -0.1 0.3 -0.4
C 5.65762 -0.61634 -3.85881 0.6 0.0 -0.9
O 6.29901 -0.57817 -4.86797 -0.5 0.0 0.8
O 4.61088 0.20906 -3.58096 0.5 -0.3 -0.1
H 3.61089 0.51862 -1.78788 0.2 0.0 -0.2
H 3.13781 -0.92700 -2.70805 0.1 0.0 0.0
H 5.67845 -0.45713 -1.07442 0.0 0.0 -0.1
H 4.69529 -1.93397 -1.19125 0.2 0.0 -0.1
C -1.85099 6.55945 -7.17279 0.3 0.3 -0.7
C -2.64071 5.33299 -6.82780 -0.4 -0.6 -0.5
O -2.37458 5.16082 -5.44253 0.2 0.5 0.2
C -2.01823 6.37787 -4.94830 0.1 0.3 0.9
O -1.88961 6.62144 -3.78310 -0.1 -0.3 -0.8
O -1.82840 7.28041 -5.94797 -0.1 -0.4 0.5
H -2.31928 7.14914 -7.96202 0.1 0.1 0.2
H -0.82286 6.32729 -7.46527 -0.1 0.0 0.0
H -3.71642 5.47462 -6.96642 0.1 0.0 0.0
H -2.32253 4.45817 -7.39654 0.0 0.0 0.2
```
Forces are in eV/Å.

Its structure (SMILES) is CC(=O)OCCCCCCCCO[P@](=O)(OCCCCCN)OC[C@@H](C)F.O=C1OCCO1.O=C1OCCO1. The calculation puts the orbital gap at 8.98 eV. The energy above the lowest of the compared OMol25 structures with the same formula, charge and spin comes out at 119.6 kcal/mol. As for the multiplicity: 1. Its highest occupied orbital energy is -8.55 eV.

# 5
This record from the Open Molecules 2025 dataset describes an isolated molecule of C11H10N4O7 at a distorted geometry. The level of theory is ωB97M-V/def2-TZVPD.

XYZ file:
```
32
Properties=species:S:1:pos:R:3:forces:R:3
O 3.95101 0.83561 0.04503 -2.4 0.6 -0.5
O 2.45253 1.69287 2.25010 -0.3 -0.8 -3.6
O -1.49223 4.21707 1.25783 0.3 -0.6 0.0
O 0.64750 4.08790 1.48112 0.5 -0.2 -0.1
O -0.11212 -3.47146 0.41740 0.5 -2.5 -0.2
N -1.86877 -2.17977 0.58761 -1.9 2.5 0.2
O -3.67172 -0.64835 0.60539 0.4 -1.0 -0.5
O 2.02538 0.78390 -1.20630 0.3 1.3 1.5
C 2.74350 1.04108 -0.06791 3.3 -1.7 -1.5
C 1.95538 1.40059 1.14192 -0.8 1.3 4.7
C 0.47534 1.24783 1.14744 -0.2 0.1 -0.9
C -0.53057 2.21048 1.18275 0.5 -4.3 -0.2
C -2.34599 -0.90742 0.72299 -0.5 -1.8 -0.4
C -0.17137 -0.04111 0.99752 1.2 0.4 -0.3
C -1.51103 0.18388 0.93469 -0.7 1.7 0.5
C 0.30884 -1.33561 0.79757 1.2 0.7 0.5
N -1.72999 1.55610 1.07972 -1.8 0.0 -0.3
N -0.43453 3.58193 1.30904 -1.0 2.6 0.3
N -0.54493 -2.36174 0.62830 0.6 2.3 -0.1
C -4.47407 -1.73364 0.02884 -0.1 0.4 0.0
C 2.76355 -1.25983 -2.22100 -0.8 0.7 -0.2
C 2.73952 0.28873 -2.35347 1.3 -1.4 0.1
H 1.39063 -1.53272 0.78974 -0.9 -0.4 0.0
H -2.65658 2.00388 1.01658 1.0 -0.2 0.1
H -4.67222 -2.47048 0.79253 0.2 -0.3 0.1
H -5.44850 -1.33494 -0.28403 0.5 0.3 0.2
H -3.96620 -2.17024 -0.83649 0.0 0.1 0.3
H 1.72797 -1.64565 -2.15519 0.4 0.3 -0.1
H 3.27132 -1.57548 -1.32495 0.4 0.0 0.3
H 3.23281 -1.71941 -3.08021 0.2 -0.1 -0.2
H 3.78233 0.71597 -2.44949 -1.3 -0.3 0.4
H 2.16317 0.54002 -3.23509 -0.2 0.4 0.1
```
Forces are in eV/Å.

Its structure (SMILES) is CCOC(=O)C(=O)c1c([N+](=O)[O-])[nH]c2c(OC)n[n+]([O-])cc12. The calculation puts the orbital gap at 6.97 eV. The energy above the lowest of the compared OMol25 structures with the same formula, charge and spin comes out at 1.6 kcal/mol. As for the multiplicity: 1. Its highest occupied orbital energy is -8.67 eV.